(one)
Formula: C8H12N2O2
Source: OMol25
Level of theory: ωB97M-V/def2-TZVPD

Computed properties:
Kohn-Sham gap (eV): 9.3
E_LUMO (eV): 0.857
Spin multiplicity: 1

Element x y z (Å)
1 O -2.98011 -0.60815 0.24800
2 O 1.64252 0.10831 -1.33249
3 N -0.15167 -2.09412 1.05438
4 N -1.52111 1.17341 -0.05977
5 C -0.35175 1.37247 0.38976
6 C -1.57755 -0.63656 -1.77973
7 C 0.21160 2.78687 0.68126
8 C 0.57283 0.16092 0.80896
9 C 2.84433 -1.09899 0.29438
10 C -0.33925 -0.91190 0.73349
11 C -1.81323 -0.16187 -0.32318
12 C 1.73238 -0.23615 -0.17276
13 H 3.55569 -0.71608 0.91671
14 H 0.07252 3.27053 -0.26124
15 H -2.46288 -0.38295 -2.30920
16 H 0.85170 0.39222 1.87961
17 H 1.18575 2.74850 1.08159
18 H -0.96627 -2.67145 0.84034
19 H 3.32233 -1.53353 -0.57312
20 H -1.41615 -1.69545 -1.72482
21 H -3.63433 -0.52993 -0.46042
22 H 2.24216 -1.82868 0.93805
23 H -0.36677 3.37447 1.39904
24 H -0.65274 -0.28189 -2.26883

Atomic charges from the Mulliken analysis, expressed in e, are listed below:
1. O -0.500
2. O -0.547
3. N -0.690
4. N -0.664
5. C 0.406
6. C -1.170
7. C -1.393
8. C 0.338
9. C -1.196
10. C -0.153
11. C 0.649
12. C 0.676
13. H 0.358
14. H 0.328
15. H 0.453
16. H 0.465
17. H 0.366
18. H 0.293
19. H 0.311
20. H 0.314
21. H 0.385
22. H 0.311
23. H 0.373
24. H 0.290

***

(two)
Formula: C8H12N2O2
Source: OMol25
Level of theory: ωB97M-V/def2-TZVPD

Computed properties:
Kohn-Sham gap (eV): 9.7
E_LUMO (eV): 0.646
Spin multiplicity: 1

Element x y z (Å)
1 O 1.00582 0.53456 -1.80932
2 O 0.41968 -0.55188 0.03663
3 N -1.19484 -2.35838 -0.68297
4 N -2.42508 -0.59169 0.14655
5 C 0.24445 0.30266 -0.91204
6 C 1.49523 -1.58856 -0.29832
7 C -2.00549 1.24018 1.76747
8 C 1.48572 -2.40355 0.98299
9 C -2.17265 0.89266 0.25802
10 C -0.86024 1.22836 -0.59293
11 C -1.82505 -1.38470 -0.51362
12 C -0.65553 2.51724 -0.90560
13 H -1.12825 0.85650 2.11850
14 H -0.50613 -2.82205 -1.34550
15 H 0.48925 -2.41010 1.35474
16 H -2.05114 2.32262 1.99923
17 H 1.86709 -3.44958 0.90629
18 H -1.37133 3.29543 -0.42493
19 H 0.18732 2.88415 -1.47730
20 H 1.07359 -2.06368 -1.26842
21 H -3.02803 1.46558 -0.10394
22 H -2.89807 0.77108 2.29568
23 H 2.13272 -1.92069 1.67138
24 H 2.33644 -0.99262 -0.46879

Atomic charges from the Mulliken analysis, expressed in e, are listed below:
1. O -0.618
2. O -0.158
3. N -0.467
4. N -0.550
5. C 0.567
6. C -0.639
7. C -1.259
8. C -1.105
9. C 0.288
10. C 0.506
11. C 0.440
12. C -1.168
13. H 0.332
14. H 0.296
15. H 0.313
16. H 0.344
17. H 0.347
18. H 0.233
19. H 0.375
20. H 0.335
21. H 0.446
22. H 0.336
23. H 0.336
24. H 0.473

***

Short version: (one), (two), most stable first.